1.
13 unconnected molecules or ions with the total composition C14H54N12O13 at a distorted geometry, computed with ωB97M-V with the def2-TZVPD basis set.

Geometry as ORCA input:
```
! RIJCOSX wB97M-V def2-TZVPD def2/J DEFGRID3
* xyz 0 1
H -1.91823 2.05801 -2.58088
H 0.85877 0.86701 -1.02788
C 0.58277 4.01201 -0.31388
N -0.90023 -1.07599 -4.17188
H -1.97723 -0.06299 -3.52888
O 3.01277 1.00501 -2.03388
H -1.14023 5.31101 -2.47488
C 3.24477 1.52601 -0.75388
C -3.61723 0.45301 -2.48288
H 0.77477 3.28601 -1.08188
H -2.16423 2.38701 1.48812
N -2.67323 -2.48599 4.19012
H 1.80677 -0.54099 1.14512
H -0.92923 4.12301 0.97212
H 0.01777 -3.42899 1.16612
H 2.88277 2.52501 -0.67188
O -1.03823 2.71701 -4.46688
H 4.25677 1.52001 -0.76188
H -0.82123 0.60501 -1.19688
H 0.87777 4.94901 -0.77988
H -1.18323 3.43901 4.85512
H 2.88177 1.02401 0.14312
H -3.52023 -3.18399 -3.27788
H 2.01277 -3.09699 0.29612
H 2.28977 -2.39199 2.38112
H -2.55223 0.32201 0.90512
N 5.00677 -3.02199 -0.06088
H -3.83023 2.45201 2.18712
N -2.82423 0.51601 -3.50188
O -3.16823 -0.19599 -1.29588
C -1.95023 -3.24399 -2.17688
N -4.72223 1.09401 -2.55988
H -0.75123 -0.72199 2.46812
H 6.36977 -2.35899 1.75312
H 3.73277 -3.35199 3.86812
H -5.34523 1.10701 -1.75688
H -1.01723 -3.86499 -2.13888
O -0.95623 -3.23099 2.77512
N -1.88223 3.08501 -2.34188
H 0.77977 -1.25199 -0.22888
H -0.25323 1.59701 0.14212
C 4.63277 -2.07199 0.75512
O 0.97777 -0.13399 1.39412
H 5.17377 -1.44899 2.60212
H -1.46923 -1.93799 -4.02488
H -2.99223 -1.67099 4.75612
H 1.45077 -3.25299 3.75512
O -0.14023 2.92601 2.46912
H 0.02477 1.10801 -4.30188
H 5.74277 -3.64999 -0.00888
O -2.63223 -3.35299 -3.46088
H -0.92723 -0.76599 -5.14588
H -2.54223 -3.73899 -1.34988
O -0.01223 -3.76699 0.23812
N -0.90323 4.79901 -3.29988
H -0.07023 2.43401 5.70112
H -2.79023 -3.47899 4.26012
C 2.10777 -2.44199 3.40612
H -1.92723 -0.25499 3.74012
H 1.78377 -4.74899 -0.08188
H -4.98323 1.65101 -3.41188
H 1.66577 -1.44199 3.74812
C -1.25623 3.51001 -3.40188
C -3.19323 1.98801 1.45412
H -3.07223 1.02501 -4.32788
O 3.29877 -2.54999 4.20412
H 1.31977 0.85201 -3.22488
N -1.43023 -0.96999 3.22012
H 1.04377 1.02401 2.87512
C -0.04123 0.68101 -0.48988
H -0.11523 5.03401 -4.01588
C 0.18277 -0.55699 0.33812
H 4.58777 -2.95899 -1.02988
N 0.61777 0.47201 -3.81188
C 0.12377 2.38601 3.68912
H -0.74623 -1.10199 0.61812
N -0.47123 2.72501 4.76712
H 1.23777 3.74501 0.51412
H -1.59423 3.45501 -1.41688
H 3.38277 0.13101 -1.92888
C 1.34277 -3.79099 -0.17188
O 0.88277 -1.50499 -2.58488
N 5.33577 -2.16999 1.86212
H 1.00077 0.74401 4.63912
H 1.28477 -3.41499 -1.21488
O 3.67377 -1.16899 0.52912
H -1.83223 -2.21799 -1.77688
H -3.60723 2.31901 0.48912
O -3.07423 0.60301 1.64312
O -0.83023 4.06101 0.00212
C 0.25377 -0.76999 -3.54688
C -1.68923 -2.22399 3.43012
N 0.95977 1.41601 3.86112
*
```

Calculated values
- Relative energy (zero: lowest compared OMol25 entry of this formula, charge and spin): 141.3 kcal/mol
- Electronic energy: -59889.9461 eV
- Orbital gap: 8.977 eV

=====

2.
13 unconnected molecules or ions with the total composition C14H54N20O15 at a distorted geometry, computed with ωB97M-V with the def2-TZVPD basis set.

Geometry as ORCA input:
```
! RIJCOSX wB97M-V def2-TZVPD def2/J DEFGRID3
* xyz 0 1
H -13.08421 -3.90559 -15.03212
H -7.73274 -3.16052 -17.36410
H -15.75761 -5.37111 -15.63990
N -13.18051 -2.28134 -17.98688
N -12.35018 -3.89482 -14.34531
O -8.97787 -2.35627 -21.44591
H -16.41146 -3.50558 -16.58113
H -17.20062 -3.51237 -15.09476
H -10.02215 -7.93668 -19.70415
H -17.42761 -3.31673 -20.38583
N -8.92968 -4.62411 -14.82987
O -16.08443 1.79865 -20.04427
C -15.21256 -6.98828 -18.53153
H -9.64041 -4.42994 -14.13677
N -9.13104 -4.19885 -20.00047
C -14.72892 -7.02422 -17.08026
H -9.51263 -5.10088 -19.77905
H -16.90002 -3.71932 -18.84952
H -13.92729 -2.58535 -24.27908
C -15.59281 -2.12300 -15.04434
H -6.95541 0.75129 -17.60596
N -8.97706 -0.58711 -17.21173
O -13.70106 -4.08520 -19.30187
N -10.55530 -8.23858 -20.50679
N -15.75526 3.50096 -18.56474
C -8.92622 -3.92802 -15.99927
C -11.34230 -7.25887 -21.00384
H -11.03650 -1.86901 -15.58865
H -12.53920 -6.90017 -22.54983
N -13.99451 -3.38134 -21.97558
N -7.03087 0.44207 -16.65350
H -13.14028 -6.79542 -13.34424
H -15.41121 3.69748 -17.64670
C -16.66963 -1.70522 -19.30314
H -8.11090 -5.09186 -14.48407
H -14.07688 -5.62239 -14.28186
O -15.83767 -1.38414 -18.43759
H -6.21602 0.49801 -16.07091
O -10.75277 1.81503 -19.61533
H -6.94608 -4.19889 -16.18390
C -9.50765 -3.38617 -21.02808
H -11.34598 -1.28834 -19.85577
H -16.30990 -1.34912 -15.32318
H -14.14081 -7.93093 -16.90554
H -15.96170 -7.99905 -15.91134
H -14.61584 -1.96954 -15.50882
N -17.19913 -0.87955 -20.23853
H -12.77876 -1.90111 -17.13107
O -15.87474 -5.80046 -18.85800
H -8.15337 -4.11467 -19.75969
C -13.00025 -3.52614 -18.45285
H -9.68711 -1.22489 -16.89120
H -13.69143 -4.07943 -25.05691
H -9.05836 -0.01222 -18.03336
H -11.55280 -8.30960 -22.84840
N -12.25026 0.53306 -18.42947
H -14.33953 -7.20509 -19.15960
H -10.03705 -0.30130 -20.47220
H -10.94027 -3.28036 -22.39021
H -15.58077 0.39031 -18.29064
H -10.26991 -9.12628 -20.87146
H -15.38661 1.59847 -16.96364
H -16.92723 0.10238 -20.20105
O -13.71644 -5.45185 -22.86938
N -11.87534 -4.13166 -17.97904
O -15.45805 -4.58114 -15.15704
H -11.62824 -3.21336 -14.25078
H -11.16946 -3.62827 -17.44748
H -11.86156 -0.83425 -14.81793
C -12.22924 -5.02639 -13.60494
C -11.27271 0.73391 -19.34164
H -17.78918 -1.25601 -20.94898
H -14.11999 -1.94940 -18.23077
H -13.71451 -2.43393 -22.12795
H -15.56451 -3.07689 -13.41146
N -11.83836 -7.57371 -22.23590
O -11.34103 -5.24830 -12.77999
O -11.51767 -6.19287 -20.41296
H -11.15730 -4.60888 -21.19853
N -7.76733 -3.89531 -16.67368
N -13.73426 -3.56345 -24.19316
N -10.60445 -3.88607 -21.66056
O -9.87088 -3.16235 -16.25357
H -15.89644 -7.81751 -18.73867
H -11.61895 -4.91818 -18.56083
C -8.12813 -0.19207 -16.22745
H -12.53857 1.30082 -17.85295
N -15.70028 1.31977 -17.87241
O -8.25187 -0.56345 -15.05157
N -10.95417 -0.38472 -20.06065
C -16.19083 -3.41669 -15.51711
O -15.54448 -2.13448 -13.61812
C -13.84770 -4.23733 -23.02638
C -15.90294 2.20355 -18.88222
H -15.16003 -5.15181 -18.99873
H -15.79978 4.08839 -19.38143
H -12.56132 -0.41302 -18.27825
H -14.15237 -3.86440 -21.09638
O -11.89629 -1.41933 -15.58287
H -14.09246 -6.14833 -16.93558
N -13.23568 -5.91539 -13.81540
N -17.00949 -2.99118 -19.53673
O -15.77953 -7.08292 -16.12066
*
```

Calculated values
- Relative energy (zero: lowest compared OMol25 entry of this formula, charge and spin): 0.0 kcal/mol
- Electronic energy: -75919.6133 eV
- Orbital gap: 9.636 eV

=====

3.
A molecular structure, C14H56CsF2NO18S2 at a distorted geometry, computed with ωB97M-V with the def2-TZVPD basis set.

Geometry as ORCA input:
```
! RIJCOSX wB97M-V def2-TZVPD def2/J DEFGRID3
* xyz 0 1
H -2.60408 -2.62468 2.70432
O -4.59940 4.08705 -3.28235
S -1.75766 3.33935 -3.24912
H 2.64466 3.25596 0.61146
H -2.70355 1.61232 -0.90027
C 1.15735 -1.51621 -4.77299
H -0.55352 -1.79522 3.61921
H -3.08913 3.75052 1.71865
H 2.48294 2.59090 -2.18007
O -1.84727 4.79725 -3.15166
O -2.42581 -1.00524 4.19166
C 1.70136 1.93245 3.45291
H -2.39019 5.86438 0.75569
H -2.86309 2.63884 4.25449
H 0.11025 -0.39614 -3.59862
H -3.63029 -0.52602 -3.03505
Cs 0.31613 0.00762 -0.12817
H 1.05851 -0.92731 -5.68487
O 1.45799 -4.82242 3.05608
O -2.74651 1.14254 -0.06417
H 3.58372 -2.94745 -0.47160
S -4.02989 2.73707 -3.32140
F -5.12002 1.92108 -2.41062
H 2.27346 -1.44077 -2.45574
O -1.61959 -0.00881 -2.87243
H 2.17582 -1.89722 -4.69787
H 2.11729 1.53061 4.37683
H -4.71009 0.55615 -0.49243
C -2.11116 -4.47659 3.12156
H -0.62709 -5.14542 -0.63262
C 3.21140 -2.76767 -1.48015
H 2.23344 2.80918 3.08369
H -1.73423 -5.27370 2.48075
H -3.10190 -4.80237 3.43842
O 4.55773 -0.14825 2.16265
O -2.36968 -3.40794 2.20117
C 1.58236 -4.04653 1.88820
H -4.59540 2.00879 0.56467
H 5.66468 -1.93124 2.57674
C -1.01726 -0.98118 4.17635
H 5.04981 -0.16403 -0.91321
H 0.62727 2.07350 3.57349
N -2.62316 2.48242 -2.34699
H 5.53028 0.26393 -3.56537
H -2.87944 -1.10874 -1.66798
H -4.04518 1.95988 3.24531
H -2.39582 1.88039 2.65051
H -0.71279 -0.06483 3.67069
C -2.66780 -0.93091 -2.72235
C -0.77805 -4.16330 -1.08068
H 4.09030 -2.69294 -2.12049
H -2.46054 -1.92703 -3.11336
O -3.19969 3.81547 2.67005
H 2.28778 -5.24189 3.29498
O -1.28120 2.80408 -4.51036
H -2.72716 -0.37381 4.84899
C -2.28368 5.26162 -0.14621
H 5.36755 -1.55135 0.83984
H 5.26047 0.31800 2.62131
H -4.31997 0.35365 1.08726
C 4.96141 -1.52291 1.85095
H 5.52681 1.46774 -1.35186
H 0.41830 -2.31588 -4.72357
O -0.81043 -3.07428 -0.16404
O 5.93269 -0.00505 -2.73632
H 2.63921 -3.92289 1.65181
H 4.00902 3.48394 -0.60357
H -1.44901 -4.32624 3.97424
O 1.78471 0.98554 2.43723
O 2.27333 2.50874 -1.24684
H -1.71946 -4.31167 -1.60968
F -0.35325 3.15801 -2.40893
H -1.51902 -3.21255 0.46872
O -4.08274 1.99559 -4.57723
C -3.10164 2.50368 3.19953
C 2.93513 3.46785 -0.41754
H -1.24318 4.94052 -0.19479
H 2.62679 4.48648 -0.65293
H -2.88946 3.57599 -0.90688
O 2.45875 -1.62513 -1.53200
O 1.01242 -0.72355 -3.62091
H 4.14622 0.71464 -2.14902
O -3.13063 4.12282 -0.15560
H 1.05240 -4.52884 1.06685
H 1.24995 -3.01674 2.01912
H -0.06748 -3.90866 -1.86703
C 5.14326 0.52830 -1.74990
H -0.56001 -0.99063 5.16576
H 4.08954 -2.17696 1.86300
H -1.90976 0.86974 -2.61640
H 2.55497 -3.57976 -1.79274
H 2.71531 0.82271 2.26671
C -4.13334 1.06317 0.28113
H -2.48247 5.85846 -1.03636
*
```

Calculated values
- Electronic energy: -81418.1204 eV
- Orbital gap: 9.382 eV

=====

4.
14 unconnected molecules or ions with the total composition C14H56N28O14 at a distorted geometry, computed with ωB97M-V with the def2-TZVPD basis set.

Geometry as ORCA input:
```
! RIJCOSX wB97M-V def2-TZVPD def2/J DEFGRID3
* xyz 0 1
H -1.21409 -4.46055 -0.21528
O -0.43974 3.94043 -3.40328
O -3.11663 -3.47768 2.73131
H 1.49107 3.83389 1.52092
N 0.44792 1.39092 -0.03791
N -1.80913 0.19035 3.35392
H -1.22918 6.63776 -1.38742
H -4.45194 0.48106 0.43854
H -0.79052 1.87972 -4.65711
H 1.99233 5.88491 -1.75182
H 3.77047 -5.65391 -3.42357
C -1.50842 -1.51464 -5.25661
C -1.01012 2.97465 -2.96444
H 0.76489 -4.27942 -2.95163
H -4.97357 4.17632 0.47424
H -0.02663 -3.58765 2.45751
O -0.58668 -2.31628 -5.32659
H 1.62908 -4.82377 1.27302
H 3.34699 1.54721 -2.36298
H 1.96926 0.82677 3.76475
O -2.05905 -3.19120 -2.35676
H 4.80587 -0.81754 4.13200
N -0.11726 4.86820 2.83714
N -1.81804 -0.96368 -4.11615
H 3.30735 -2.40701 2.68395
H 5.91891 0.29888 3.42079
C -3.18898 3.53638 1.18917
N -0.05449 -0.75191 -0.43185
N 4.15467 0.98683 -2.13896
O 1.80589 -2.84309 -0.12316
N -0.21979 -0.76857 4.53160
H -0.65714 -2.41069 1.10050
H -5.47394 -1.68635 -1.80333
H 0.11875 -1.06115 5.43657
H -1.65350 -1.50745 -3.27850
O 0.53752 -0.14993 1.60733
H -4.86808 2.49366 0.92706
O -1.88075 0.46131 5.52089
C 2.58831 -5.52899 -1.84998
C 0.29800 0.14227 0.45433
H -0.43780 -0.39308 -1.29304
C -1.35204 -0.07189 4.56903
H -1.60405 5.59792 -0.08338
N 4.98365 0.08814 3.72876
N -0.63138 -4.42682 -1.03724
H 3.02704 -1.26893 1.31680
O 2.03886 -5.85492 -0.80544
C 0.31547 5.53250 -0.71782
H -5.45779 -0.86659 0.01571
H -0.70633 5.36964 3.48333
N 1.51316 3.49054 2.47580
O -2.60508 4.60298 1.09633
O 5.19333 0.01254 -0.43632
H -2.38419 -2.27873 0.81609
H 0.10261 1.57303 -0.96722
H 2.21430 2.77891 2.62129
H 2.80770 -0.55924 4.31080
H -1.81373 -1.03036 -7.21348
N 1.04543 6.19790 -1.60814
H 0.59598 2.17518 0.58136
H -1.40087 -0.21886 2.52645
H 0.32690 -4.72021 -0.92389
H -1.67968 3.79367 -1.36709
H -1.90802 1.32502 -3.42908
N -1.18843 1.96023 -3.73591
N -0.88559 -3.96569 2.84529
H -4.37850 -1.42498 -3.05043
H 0.04173 5.15547 1.88385
C -1.03278 -3.79047 -2.13523
H 0.26744 -1.25595 3.79676
H -1.69141 2.63304 2.02104
H -2.71198 0.62444 3.27536
H -0.89728 -4.18229 3.83152
N -4.66237 -0.28194 -0.18255
C -1.96854 -3.34574 2.38292
N 3.59059 1.45556 -0.02499
H 3.59976 1.29076 0.97171
H -3.28816 1.78289 1.99887
N -0.04868 -3.68604 -3.02210
O -2.87792 0.11516 -1.42151
N 3.31604 -6.24924 -2.75310
N -1.74741 2.93431 -1.89512
H 0.36235 -1.67337 -0.37923
N 2.81874 0.43635 4.15023
C 0.75627 4.05842 3.41679
H 0.39408 6.53732 -2.29783
H 2.28003 -4.05036 2.75623
N -4.45115 3.40781 0.86220
N -1.60465 -2.63141 1.35198
H 2.66176 1.71447 -0.32330
N -2.62469 2.46460 1.67238
N -0.97909 5.82473 -0.84732
H 3.22440 -3.88693 -3.01564
O 0.82924 3.92928 4.60896
O 3.90818 1.81521 2.82001
N 1.78840 -4.02721 1.87826
H -2.52582 -0.03360 -5.93930
H -2.56755 -0.29163 -4.13596
N 2.93545 -2.16032 1.78351
C 3.90021 0.83947 3.49052
C -3.96826 -0.43260 -1.27487
N -4.63868 -1.20945 -2.10081
N -1.91190 -0.77028 -6.24536
H 2.33463 -3.49221 -1.65649
N 2.68534 -4.24221 -2.24247
H 3.49774 -7.23826 -2.69864
H 4.54486 0.46183 -2.90375
C 2.12045 -2.98525 1.08184
H -0.02285 -3.11431 -3.86116
O 0.82135 4.77199 0.12943
H -2.40965 2.19565 -1.70495
C 4.42120 0.81440 -0.83946
*
```

Calculated values
- Relative energy (zero: lowest compared OMol25 entry of this formula, charge and spin): 152.0 kcal/mol
- Electronic energy: -85825.9196 eV
- Orbital gap: 8.276 eV